[1]
63
Properties=species:S:1:pos:R:3:forces:R:3 method="wB97M-V/def2-TZVPD" smiles="O=C(COC(=O)Cc1ccc(F)cc1)Nc1cc(S(=O)(=O)N2CCOCC2)ccc1N1CCCC1" spin_multiplicity=1 orbital_gap_ev=8.780 de_lowest_kcal_mol=6.7 e_homo_ev=-8.3 lumo_energy_ha=0.01769 total_charge=0
S 1.6361 -0.0354 2.3689 0.0 -0.5 -0.1
F -1.4662 6.2788 -1.9201 0.0 -0.1 0.0
O 3.0324 0.0543 2.6813 0.1 -0.1 0.1
O -1.6143 0.5719 -1.4862 0.1 0.2 -0.4
O -0.2661 0.5212 -4.3933 -0.1 0.1 -0.3
O -0.5476 0.1164 5.6493 -0.1 -0.1 0.2
O -1.7552 -0.9843 0.1263 -0.1 0.1 0.0
O 0.9233 1.2111 2.2056 0.0 -0.1 -0.1
N 0.9498 -0.3273 -2.7068 0.6 0.1 0.1
N 0.7471 -3.2288 -2.5732 -0.2 -0.1 0.0
N 0.9289 -1.0276 3.5189 0.5 0.5 -0.9
C 1.3128 -0.3486 -0.3302 0.0 -0.1 0.0
C -0.5857 3.3973 0.0705 -0.2 -0.1 0.0
C -1.8558 1.3475 0.7204 0.1 0.0 -0.1
C -0.4739 4.6120 -0.5820 -0.1 0.2 -0.2
C -1.0771 0.1321 4.3400 -0.1 -0.1 -0.2
C 0.9746 -2.4734 -1.4667 0.1 0.2 0.3
C 0.4262 -4.6431 -2.4873 -0.1 -0.3 0.1
C 1.4831 -0.9429 4.8569 0.3 0.3 0.5
C 0.1561 -5.0476 -3.9324 0.1 0.0 0.1
C -1.4745 -0.3964 -2.5209 -0.1 -0.3 -0.2
C 1.0517 -2.8472 -3.9435 0.1 0.2 -0.5
C -1.5652 5.0920 -1.2820 0.1 -0.1 0.1
C 0.8598 0.2232 5.6273 0.2 -0.2 0.0
C 1.0978 -1.0612 -1.4975 0.1 0.0 0.2
C 1.0592 -3.0890 -0.2015 0.0 0.0 -0.1
C -2.8540 3.1853 -0.6822 0.2 0.1 0.1
C 1.2724 -2.3673 0.9493 0.0 -0.1 -0.1
C 1.1478 -4.1754 -4.6929 -0.1 0.1 0.1
C -1.7402 0.1705 -0.2227 -0.1 -0.3 0.6
C -2.7591 4.3972 -1.3411 0.1 0.1 -0.1
C -0.5222 -1.0314 3.5118 -0.6 0.3 0.0
C -0.2188 -0.0255 -3.3160 -0.5 0.0 0.3
C -1.7718 2.6750 0.0241 0.0 0.1 0.2
C 1.3984 -0.9923 0.8877 0.0 0.3 0.6
H 1.2718 -1.8877 5.3683 0.0 0.1 -0.1
H -2.1597 0.0491 4.4485 0.0 0.0 -0.1
H 0.2467 3.0071 0.6379 0.1 0.0 0.0
H -0.8612 -0.9765 2.4766 -0.2 -0.1 0.0
H -1.0310 1.2591 1.4333 -0.2 -0.1 -0.1
H 1.3359 -2.8598 1.9053 0.0 -0.1 0.1
H 1.1583 1.1679 5.1484 0.0 0.0 0.1
H 0.9587 -4.1579 -0.1256 0.0 -0.1 0.0
H 0.2468 -2.2371 -4.3690 0.2 0.0 -0.1
H -0.8232 1.0816 3.8491 -0.1 -0.1 0.1
H 1.3834 0.7278 -0.3679 -0.1 0.2 -0.1
H -0.8518 -1.9813 3.9459 0.0 0.0 -0.1
H 0.3072 -6.1116 -4.0982 -0.1 0.0 0.0
H 1.7778 0.0722 -3.1300 -0.2 -0.1 -0.1
H 2.5590 -0.8081 4.7519 0.0 -0.1 0.2
H 1.9840 -2.2823 -3.9954 -0.1 0.0 0.0
H -3.5903 4.8050 -1.8943 -0.1 0.1 -0.1
H -1.4127 -1.3977 -2.0833 0.0 0.1 -0.1
H -2.3444 -0.3129 -3.1784 0.2 0.0 0.1
H 2.1530 -4.5893 -4.6057 0.0 0.0 0.0
H -2.7935 1.2376 1.2703 0.0 -0.1 0.0
H 0.9033 -4.0679 -5.7467 0.1 0.0 0.0
H 1.1818 0.2213 6.6698 0.1 0.0 -0.1
H -0.4396 -4.7991 -1.8392 0.1 -0.1 0.0
H -0.8644 -4.7876 -4.2139 -0.1 0.0 0.0
H 0.4391 5.1855 -0.5525 0.1 0.1 0.0
H -3.7796 2.6301 -0.7194 -0.1 -0.1 0.0
H 1.2752 -5.2155 -2.0899 -0.1 0.0 0.1

[2]
13
Properties=species:S:1:pos:R:3:forces:R:3 method="wB97M-V/def2-TZVPD" smiles="C=NOC(=C)C" spin_multiplicity=1 orbital_gap_ev=9.495 de_lowest_kcal_mol=91.8 e_homo_ev=-8.4 lumo_energy_ha=0.04027 total_charge=0
O 0.0015 -0.8828 -0.0901 -1.2 -1.8 -1.9
N -1.0555 -0.4937 -0.9759 1.4 1.9 2.0
C 0.6306 0.1085 0.5770 1.0 0.5 1.3
C -1.5714 -1.3772 -1.6682 -1.0 -1.3 -1.0
C 0.1829 1.5242 0.2670 0.2 -1.1 2.3
C 1.5642 -0.2498 1.4979 -1.2 3.8 -0.7
H -1.2709 -2.4252 -1.7048 0.0 0.1 0.1
H -0.5818 1.4107 -0.4247 -0.9 0.4 -1.7
H -0.4020 1.8235 1.1691 1.0 0.6 -0.4
H 1.9275 0.6295 2.1155 -0.1 -1.4 -0.9
H 1.9885 -1.1941 1.5683 0.4 -1.6 0.4
H -2.4361 -0.9967 -2.2558 0.8 -0.5 0.3
H 1.0225 2.1232 -0.0752 -0.3 0.3 0.4

[3]
14
Properties=species:S:1:pos:R:3:forces:R:3 method="wB97M-V/def2-TZVPD" smiles="C=CN.NC=O" spin_multiplicity=1 orbital_gap_ev=9.008 de_lowest_kcal_mol=39.3 e_homo_ev=-8.3 lumo_energy_ha=0.02646 total_charge=0
O -2.4890 -1.6867 0.1702 -0.3 -0.1 -0.1
N 1.5703 0.1920 -0.5568 0.8 -0.2 0.2
N -1.5464 -0.1218 -1.2030 -0.2 -0.4 -0.3
C 2.6310 0.9872 1.4465 0.2 -0.2 0.3
C -2.1341 -0.5616 -0.0514 0.7 0.7 0.0
C 1.8798 1.1628 0.3664 -1.1 0.3 0.0
H 1.3303 2.0913 0.2214 0.5 0.2 -0.2
H 2.9749 1.8238 2.0312 -0.3 0.1 0.2
H -1.3596 -0.7774 -1.9488 0.0 0.0 0.1
H 0.7670 0.2066 -1.1471 0.1 0.0 0.0
H 2.2124 -0.5777 -0.6106 -0.3 -0.2 -0.1
H 2.8860 -0.0093 1.7907 0.4 0.1 -0.3
H -1.0632 0.7560 -1.2115 -0.3 0.2 0.0
H -2.1996 0.2811 0.6641 -0.2 -0.3 0.2

[4]
49
Properties=species:S:1:pos:R:3:forces:R:3 method="wB97M-V/def2-TZVPD" spin_multiplicity=2 orbital_gap_ev="6.698 / 7.041" s_squared=0.763 e_homo_ev="-7.6 / -7.7" lumo_energy_ha="-0.03205 / -0.02437" total_charge=0
Re 0.9470 0.6243 0.5675 -0.7 -0.1 -0.3
S 0.4865 1.8610 2.3860 0.1 0.2 0.3
Si -1.1965 -0.5133 0.2381 0.0 -0.1 0.1
Si -0.2750 2.3648 -0.7299 -0.1 0.2 0.0
O 2.0915 -0.2265 -0.6530 0.7 -0.2 -0.1
N 1.3186 -0.5351 3.4297 -0.1 0.1 0.0
N 0.4497 0.9751 4.9043 -0.1 -0.1 0.1
N 1.6192 -0.7522 2.0901 -0.1 0.0 0.0
C 2.6886 -1.4398 -0.6204 -0.1 0.0 0.0
C -2.0094 -0.9451 1.8870 0.0 0.0 -0.1
C 2.3157 -1.8079 1.8634 0.0 0.1 -0.2
C 2.7966 -2.2113 0.5533 0.0 0.0 -0.1
C -0.7586 -2.1191 -0.6619 -0.1 0.1 0.0
C -4.1331 2.0288 -2.3552 0.0 0.0 0.0
C -2.4065 0.4829 -0.8031 0.1 0.1 0.0
C -2.8869 2.5182 -2.0034 0.0 0.0 0.0
C 0.7075 2.6167 -2.3377 0.0 0.0 0.1
C -2.0051 1.7597 -1.2284 0.1 -0.1 0.1
C 3.4445 -3.4513 0.4642 0.0 0.0 0.0
C -0.5135 4.0755 0.0426 0.0 -0.1 0.0
C 0.7765 0.6155 3.6452 0.2 -0.1 -0.1
C 3.9472 -3.9238 -0.7295 0.0 0.0 0.1
C -3.6686 0.0006 -1.1596 0.0 0.0 0.0
C 3.2048 -1.9147 -1.8241 0.0 -0.1 0.1
C -4.5268 0.7639 -1.9315 0.0 0.0 0.0
C 3.8232 -3.1485 -1.8784 0.0 0.1 0.0
H 4.2161 -3.5058 -2.8213 0.0 0.0 0.0
H -4.8028 2.6290 -2.9588 0.0 0.0 0.0
H -0.0970 1.8032 5.0532 0.0 0.0 0.0
H 0.7938 1.6836 -2.8965 0.0 0.0 0.0
H -3.9903 -0.9835 -0.8326 0.0 0.0 0.0
H -2.9238 -1.5201 1.7168 0.0 0.0 0.0
H 0.4688 0.2725 5.6239 0.0 0.0 0.0
H -0.1020 -2.7549 -0.0651 0.0 0.0 0.0
H 0.1918 3.3448 -2.9700 0.0 0.0 0.0
H -1.6764 -2.6794 -0.8621 0.0 0.0 0.0
H 1.7151 2.9887 -2.1449 0.0 0.0 0.0
H 2.5752 -2.4350 2.7120 0.0 0.0 0.0
H -5.5020 0.3803 -2.2045 0.0 0.0 0.0
H 3.5428 -4.0454 1.3649 0.0 0.0 0.0
H -2.5966 3.5088 -2.3391 0.0 0.0 0.0
H 0.4448 4.5203 0.3203 0.0 0.0 0.0
H -2.2786 -0.0395 2.4326 0.0 0.0 0.0
H 3.1030 -1.2920 -2.7023 0.0 0.0 0.0
H -1.3447 -1.5415 2.5150 0.0 0.0 0.0
H 4.4368 -4.8868 -0.7687 0.0 0.0 0.0
H -1.0098 4.7575 -0.6519 0.0 0.0 0.0
H -1.1290 4.0216 0.9430 0.0 0.0 0.0
H -0.2724 -1.9248 -1.6190 0.0 0.0 0.0

[5]
14
Properties=species:S:1:pos:R:3:forces:R:3 method="wB97M-V/def2-TZVPD" spin_multiplicity=1 orbital_gap_ev=9.169 de_lowest_kcal_mol=70.7 e_homo_ev=-8.4 lumo_energy_ha=0.02869 total_charge=0
O 0.6980 -1.5812 0.5480 0.3 -0.1 0.0
N -0.2257 1.6947 -0.6941 -0.1 0.1 0.1
C 1.9380 -1.1229 0.5029 -0.7 0.0 0.4
C 0.3189 0.5269 -0.1633 -0.2 -0.6 0.1
C -1.6967 -1.0632 0.2376 0.0 0.0 0.0
C -0.2822 -0.6156 0.1860 -0.1 0.4 -0.2
C 1.7752 0.2777 -0.0072 0.6 -0.3 -0.3
H -2.3718 -0.2079 0.1240 0.1 -0.1 0.0
H 0.2248 2.5383 -0.3624 0.0 -0.1 -0.1
H 2.3808 1.0036 0.5212 0.1 0.2 0.2
H 2.3192 0.1118 -0.9496 -0.2 0.4 -0.4
H -1.9212 -1.5453 1.1949 0.1 0.1 -0.1
H -1.2295 1.7629 -0.5792 0.1 0.0 0.0
H -1.9278 -1.7796 -0.5589 0.0 0.1 0.1

[6]
91
Properties=species:S:1:pos:R:3:forces:R:3 method="wB97M-V/def2-TZVPD" spin_multiplicity=1 orbital_gap_ev=4.911 de_lowest_kcal_mol=75.7 e_homo_ev=-12.4 lumo_energy_ha=-0.27633 total_charge=+2
Pt -0.6738 0.0104 1.0456 1.6 0.9 2.2
Cl 2.9963 -1.2141 -2.8931 -0.1 -0.1 -0.1
Cl 3.0113 3.7104 -5.0607 0.0 0.0 0.0
P -1.4570 -1.4971 2.5330 -1.0 0.5 -0.1
P -1.1333 -0.7250 -1.6562 -0.4 -1.7 -1.4
P -2.0399 1.5508 2.0968 -0.9 -1.3 -0.1
O 1.3295 0.5062 1.4032 -0.3 0.2 -0.5
O -1.4980 1.1500 -1.4440 0.8 1.3 -0.4
O 0.5304 -0.3093 -1.5890 -0.2 0.4 0.0
N -1.4974 -3.3994 -2.2283 0.1 -0.7 0.0
N -2.1813 -1.8655 -3.9651 -0.1 0.0 -0.2
N -3.5027 -2.1311 -1.9700 -0.4 -0.1 0.0
C -1.4326 -0.7251 -3.5000 0.2 0.2 0.1
C 0.4442 1.8500 -2.6332 0.1 -0.3 -0.2
C -3.5285 -1.8763 -3.4072 0.2 0.0 0.1
C 1.0744 0.6102 -2.4155 -0.1 0.0 0.2
C 4.5278 -0.2022 -0.1791 0.0 -0.1 0.1
C 2.4979 0.6973 0.7508 0.1 0.2 -0.1
C -2.8781 -0.7248 3.3602 -0.1 -0.2 0.2
C 3.1967 -1.5025 2.7913 0.0 0.0 0.0
C 2.2063 3.2441 0.8030 -0.1 -0.1 0.0
C -2.9808 -1.0628 -1.1744 0.3 0.7 0.1
C -3.6069 1.8859 1.2564 0.1 0.1 -0.2
C 2.0812 3.2971 2.3257 -0.1 0.1 0.0
C -0.7966 2.0730 -2.0145 -0.7 -0.9 0.6
C -1.4511 3.1485 2.6764 0.4 0.0 -0.4
C -2.5597 0.7268 3.6435 0.0 0.2 0.1
C 2.9131 1.9809 0.3539 0.0 0.2 -0.2
C 0.8568 3.4571 0.1209 0.1 0.1 0.1
C 4.8756 1.0288 -0.7009 0.0 0.0 0.0
C -0.2228 -1.7062 3.8335 0.2 0.0 -0.2
C 2.2824 0.3353 -3.0599 0.0 0.0 0.2
C 2.2511 2.5545 -4.0420 0.0 0.0 0.0
C 1.0537 2.8378 -3.4396 0.0 -0.1 0.0
C 3.3638 -0.3851 0.5619 0.2 -0.3 0.0
C -2.8553 -3.4120 -1.7241 0.1 0.1 -0.1
C -2.0584 -3.1583 2.1680 0.3 0.0 -0.3
C 3.1547 -1.7093 1.2761 -0.2 0.0 -0.1
C -0.6217 -2.5629 -1.4540 0.0 0.7 0.0
C 4.0784 2.1153 -0.3977 -0.1 0.1 0.1
C 2.8631 1.3037 -3.8542 -0.1 0.0 0.0
C 1.8974 -2.4703 0.8429 0.2 0.0 -0.1
C -1.4981 -3.1195 -3.6577 0.0 0.1 0.1
H 1.4614 2.4757 2.6862 0.1 0.0 0.0
H 0.9938 -1.8725 1.0314 0.1 -0.1 0.0
H 3.7982 1.0875 -4.3519 0.0 0.0 0.0
H -1.2212 3.8093 1.8446 0.0 0.0 0.0
H 1.9401 -2.6992 -0.2225 0.0 0.0 0.0
H 0.4082 -2.6591 -1.7947 0.0 -0.1 0.0
H -0.4699 -3.0648 -4.0159 0.0 0.0 0.0
H -0.7184 -2.0978 4.7234 0.0 0.0 0.0
H -0.5575 3.0361 3.2879 0.0 0.0 0.0
H -1.9785 0.1866 -3.7587 0.0 0.0 0.0
H -3.7466 -0.8119 2.7014 0.0 0.0 0.0
H -2.8468 -3.6239 -0.6557 0.0 0.0 0.0
H -3.0176 -1.3246 -0.1182 0.0 0.0 0.0
H -1.7492 0.8284 4.3700 0.0 0.0 0.0
H -3.4171 -4.1932 -2.2381 0.0 0.0 0.0
H 2.3896 -0.8412 3.1080 0.1 0.0 0.0
H -4.1010 -2.6689 -3.8897 0.0 0.0 0.0
H 0.4133 4.4038 0.4361 0.0 0.0 0.0
H -2.0095 -3.9331 -4.1719 0.0 0.0 0.0
H 3.0583 3.2131 2.7970 0.0 0.0 0.0
H 0.1692 2.6426 0.3775 0.0 0.0 -0.1
H -3.4412 2.4872 0.3637 0.0 0.0 0.0
H 0.2597 -0.7554 4.0560 0.0 0.0 0.0
H 3.1039 -2.4570 3.3139 0.0 0.0 0.0
H -4.0155 -0.9207 -3.6048 0.0 0.0 0.0
H 0.5733 3.7939 -3.5949 0.0 0.0 0.0
H -3.4295 1.2491 4.0495 0.1 0.1 0.0
H -4.0834 0.9538 0.9602 0.0 0.0 0.0
H 0.9837 3.4907 -0.9591 0.1 0.1 0.2
H -0.4713 -0.6952 -4.0207 0.0 0.0 0.1
H 5.7862 1.1525 -1.2704 0.0 0.0 0.0
H 4.0057 -2.3400 1.0047 0.0 0.0 0.0
H -1.2847 -3.7685 1.7030 0.0 0.0 0.0
H 0.5495 -2.4022 3.5071 0.0 0.0 0.0
H -2.3320 -3.6096 3.1230 0.0 0.0 0.0
H -4.2596 2.4346 1.9366 0.0 0.0 0.0
H 1.8143 -3.4137 1.3877 0.0 0.0 0.0
H 4.3839 3.1048 -0.7163 0.0 0.1 0.0
H 2.8420 4.0798 0.4979 0.0 0.0 0.0
H -3.5431 -0.1466 -1.3504 -0.1 0.0 0.1
H -3.1087 -1.2766 4.2750 0.0 0.0 0.0
H -1.2330 3.0734 -1.9770 0.0 0.0 -0.1
H 1.6393 4.2464 2.6369 0.0 0.0 0.0
H 4.1392 -1.0486 3.0906 0.0 0.0 0.0
H 5.1877 -1.0476 -0.3305 0.0 -0.1 0.0
H -2.2648 3.5740 3.2672 0.0 0.0 0.0
H -2.9328 -3.1258 1.5223 0.0 0.0 0.0
H -0.6794 -2.8411 -0.4002 0.1 0.0 0.0